# 1
15
Properties=species:S:1:pos:R:3:forces:R:3 method="wB97M-V/def2-TZVPD" de_lowest_ev=5.367 total_charge=+1 fmax_ev_per_a=3.4 homo_lumo_gap_ha=0.295
C 1.1172 1.5999 -0.7937 -0.537 -0.997 0.269
C -1.2095 0.4418 -0.3669 -0.147 -0.861 1.813
C 0.0008 0.9589 -0.4461 1.457 -0.890 0.882
C -2.3233 1.0439 -1.0479 -2.807 -0.560 -1.853
C 2.8902 -0.0147 0.7324 -2.692 -0.152 -0.664
N 2.2731 1.7480 -0.8437 0.619 1.983 -1.396
N 1.7225 -0.3980 0.8855 -1.202 1.568 -1.282
O -1.6774 -0.5619 0.3643 -0.112 -0.870 0.352
H -2.4372 0.4690 -2.0063 0.150 0.664 0.523
H -2.2760 2.0806 -1.2455 0.500 1.069 -0.417
H -3.3194 0.8833 -0.5489 1.297 -0.070 0.063
H -1.1957 -1.2503 0.8710 0.573 1.035 -0.750
H 3.0989 0.7815 -0.1123 -0.066 -0.822 0.784
H 3.6215 -0.3681 1.3646 2.239 -0.545 1.203
H 1.2263 -0.9160 1.5855 0.727 -0.550 0.474



# 2
80
Properties=species:S:1:pos:R:3:forces:R:3 method="wB97M-V/def2-TZVPD" de_lowest_ev=0.416 total_charge=+2 spin_multiplicity=6 fmax_ev_per_a=2.6 homo_lumo_gap_ha="0.277 / 0.278" s_squared=8.76
Sm 0.5204 -0.4344 0.2163 1.928 -1.693 0.464
C 1.0250 1.3284 4.7552 0.012 0.029 -0.009
C 1.1452 0.9605 3.3080 0.070 0.184 -0.010
N 0.7487 -0.1578 2.8298 -0.159 -0.162 0.004
N 0.1464 -1.0312 3.6897 0.016 0.011 -0.229
C -0.2908 -2.2532 3.2781 0.187 -0.003 0.154
N -0.9408 -2.9442 4.2149 -0.104 -0.078 -0.110
S 0.0229 -2.9154 1.7697 -0.031 0.214 -0.014
C 1.7345 1.9182 2.3283 -0.023 -0.147 0.089
C 1.8851 3.2573 2.6298 0.055 0.165 0.050
C 2.4203 4.1120 1.6732 -0.018 0.047 0.058
C 2.8118 3.5961 0.4541 0.051 0.035 0.022
C 2.6248 2.2421 0.2334 0.014 -0.064 -0.031
N 2.0857 1.4206 1.1319 -0.068 0.045 -0.227
H 1.3440 0.4981 5.3884 0.006 0.001 0.000
H -0.0079 1.5846 5.0110 0.014 -0.005 -0.008
H 1.6524 2.1762 5.0092 -0.011 -0.013 0.006
H -0.1168 -0.7030 4.6059 -0.026 0.063 0.040
H -1.1925 -2.5630 5.1120 0.033 -0.013 0.022
H -1.2946 -3.8539 3.9700 -0.013 0.004 0.022
H 1.5773 3.6481 3.5884 0.011 0.012 -0.026
H 2.5332 5.1667 1.8891 -0.007 -0.031 0.000
H 3.2501 4.2186 -0.3130 -0.005 -0.011 0.013
H 2.9233 1.7939 -0.7076 -0.048 0.010 -0.030
C -6.9735 3.8112 0.4123 0.053 -0.027 -0.009
C -5.6752 3.0523 0.4252 -0.053 0.022 -0.001
C -5.6596 1.6568 0.4877 -0.052 0.018 -0.001
C -4.4682 0.9554 0.4917 0.034 0.070 -0.006
C -3.2792 1.6764 0.4383 -0.063 0.037 -0.013
C -3.2553 3.0660 0.3740 -0.037 -0.083 -0.013
C -4.4612 3.7411 0.3706 -0.047 0.030 -0.001
S -1.7945 0.7940 0.3752 -0.750 0.579 -0.152
O -0.6502 1.7157 0.5637 -0.363 0.489 0.032
O -1.7260 -0.2583 1.3925 -0.216 0.071 -0.044
N -1.5132 0.0009 -0.9597 -0.667 0.348 -0.572
C -1.4525 0.7055 -2.2019 0.103 0.057 0.229
C -2.5229 1.3247 -2.7891 -0.187 -0.175 -0.069
C -2.4257 1.8901 -4.0815 -0.092 -0.019 0.099
C -1.2689 1.8050 -4.7941 0.040 0.017 -0.069
C -0.1320 1.1984 -4.2106 0.038 0.021 -0.047
C 1.1026 1.0810 -4.8860 -0.007 0.017 -0.068
C 2.1760 0.5210 -4.2545 0.068 0.006 -0.047
C 2.0301 0.1225 -2.9184 0.087 0.070 0.108
N 0.9036 0.2219 -2.2477 -0.239 -0.036 0.200
C -0.2081 0.6981 -2.8944 0.150 0.108 0.123
H -7.8294 3.1431 0.4817 0.016 0.002 0.001
H -7.0681 4.3935 -0.5060 0.010 -0.016 0.018
H -7.0177 4.5134 1.2461 0.009 -0.015 -0.006
H -6.5967 1.1157 0.5332 0.021 0.019 0.000
H -4.4561 -0.1276 0.5354 0.004 0.052 0.005
H -2.3118 3.5935 0.3230 -0.027 -0.022 0.013
H -4.4662 4.8236 0.3231 -0.003 -0.023 0.000
H -3.4775 1.3308 -2.2765 0.029 0.025 -0.026
H -3.2962 2.3651 -4.5154 0.013 -0.025 0.031
H -1.2026 2.1999 -5.8010 0.012 -0.023 0.047
H 1.1856 1.4359 -5.9071 -0.023 -0.004 0.037
H 3.1297 0.4048 -4.7509 -0.030 0.001 0.026
H 2.8824 -0.2774 -2.3758 -0.004 -0.024 -0.009
C 4.7139 -2.1482 1.7141 0.044 0.015 0.028
C 3.6897 -1.3032 1.2828 0.019 0.001 -0.014
N 2.7540 -1.6640 0.4212 0.127 -0.209 -0.150
C 2.7979 -2.9309 -0.0743 -0.090 0.001 -0.045
C 3.7942 -3.8427 0.2909 0.163 -0.052 -0.043
C 4.7653 -3.4203 1.2147 0.049 -0.073 0.010
C 3.8290 -5.1586 -0.2846 0.059 0.055 0.081
C 2.9039 -5.5370 -1.1837 -0.069 -0.015 -0.071
C 1.8446 -4.6429 -1.5555 -0.004 -0.114 -0.092
C 0.8426 -5.0161 -2.4703 0.029 -0.065 -0.008
C -0.1719 -4.1454 -2.7616 -0.031 -0.062 -0.043
C -0.1942 -2.9082 -2.1146 -0.059 0.073 0.046
N 0.7370 -2.5265 -1.2612 0.143 0.077 0.194
C 1.7683 -3.3648 -0.9940 -0.038 0.061 0.026
H 5.4470 -1.7861 2.4211 -0.010 -0.004 -0.008
H 3.6309 -0.2913 1.6553 -0.002 0.045 0.018
H 5.5464 -4.1082 1.5166 -0.017 0.021 -0.006
H 4.6223 -5.8322 0.0155 -0.021 0.030 -0.005
H 2.9317 -6.5224 -1.6320 -0.005 0.026 0.008
H 0.8831 -5.9959 -2.9302 0.000 0.005 0.004
H -0.9575 -4.4034 -3.4574 0.007 0.005 0.007
H -1.0074 -2.2115 -2.2818 -0.005 0.013 -0.003



# 3
13
Properties=species:S:1:pos:R:3:forces:R:3 method="wB97M-V/def2-TZVPD" de_lowest_ev=0.000 total_charge=+1 fmax_ev_per_a=1.1 homo_lumo_gap_ha=0.304
N -1.5213 -0.8789 -0.2115 1.008 -0.238 0.371
C -0.5448 -1.6164 0.2898 0.481 -0.131 0.182
C -0.9666 0.3667 -0.3942 0.522 0.839 -0.079
C 0.3568 0.3919 -0.0026 -0.704 -0.150 -0.170
N 0.6032 -0.8905 0.4318 -0.384 -0.489 0.022
C 1.3860 1.4717 0.0042 -0.020 0.234 -0.072
H -0.6105 -2.6688 0.5656 0.052 0.430 -0.105
H -1.5470 1.1946 -0.8015 0.286 -0.282 0.165
H 1.4928 -1.2389 0.7976 -0.630 0.193 -0.244
H 0.9304 2.3947 -0.3922 0.308 -0.379 0.199
H 2.2482 1.2045 -0.6297 -0.325 0.131 0.238
H 1.7491 1.6697 1.0268 -0.133 -0.048 -0.400
Na -3.5761 -1.4003 -0.6841 -0.461 -0.111 -0.108



# 4
13
Properties=species:S:1:pos:R:3:forces:R:3 method="wB97M-V/def2-TZVPD" de_lowest_ev=4.633 total_charge=0 fmax_ev_per_a=2.4 homo_lumo_gap_ha=0.378 smiles=C1[C@H]2CN3[C@H]2[C@H]13
C 1.1960 -0.5368 -0.2425 0.107 -0.214 0.029
C -0.1280 -0.0666 -0.8852 -0.025 -0.067 -0.401
C -1.2189 -0.5300 0.0797 -0.122 -0.137 -0.239
N -0.7790 0.4801 1.0505 -0.341 -0.067 -0.598
C -0.0540 1.2090 0.0284 -0.521 0.426 -0.163
C 0.9351 0.4788 0.8502 -1.616 -0.374 0.888
H 1.3216 -1.5996 -0.0072 -0.097 0.165 0.012
H 2.0438 -0.1907 -0.8465 -0.125 -0.082 0.168
H -0.2787 -0.1035 -1.9646 0.140 0.043 0.126
H -1.2107 -1.5738 0.4286 0.041 0.234 -0.068
H -2.2291 -0.2567 -0.2402 0.100 -0.079 -0.125
H -0.1883 2.2691 -0.1563 0.055 -0.042 -0.058
H 0.5904 0.4207 1.9052 2.404 0.194 0.431